{
  "formula": "C4H8N3O",
  "method": "the ωB97M-V functional and the def2-TZVPD basis",
  "e_homo_ev": [-12.23, -12.22],
  "e_above_lowest_kj_mol": 767.55,
  "charge": 1,
  "lumo_energy_ha": [-0.1862, -0.1862],
  "total_energy_ev": -10782.3458,
  "orbital_gap_ev": [7.160, 7.157],
  "molar_mass_g_mol": 114.13,
  "spin_multiplicity": 1,
  "symbols": ["C", "C", "C", "C", "N", "N", "N", "O", "H", "H", "H", "H", "H", "H", "H", "H"],
  "coordinates": [[0.90285, 0.76726, -0.47028], [0.04232, -1.39668, 0.03369], [-1.33602, -0.66585, -0.15984], [-0.18368, 1.44010, -0.05092], [1.09761, -0.52475, -0.39169], [3.29476, 0.50357, -0.08250], [-1.28844, 0.63112, 0.60523], [2.86452, -0.53755, -0.12859], [1.88837, 1.19685, -0.76112], [0.27534, -1.66320, 1.03575], [-0.01070, -2.26591, -0.71836], [-1.57234, -0.45884, -1.21357], [-2.29679, -1.17173, 0.20331], [-0.42736, 2.52382, -0.26633], [-2.18073, 1.14169, 0.69832], [-1.06971, 0.48009, 1.66690]],
  "forces_ev_per_a": [[-0.056, -0.695, 0.379], [-1.005, -0.703, -2.453], [-1.770, -1.059, 1.125], [-0.937, 2.514, 0.020], [-1.914, 1.067, -0.770], [0.204, -2.250, -0.048], [1.345, 0.498, 1.371], [2.785, 1.112, 0.582], [-1.291, 1.296, -0.251], [-0.529, -0.899, 0.961], [0.134, 0.825, 1.627], [0.584, 0.293, 0.371], [1.770, -0.085, -0.191], [0.409, -1.645, 0.524], [0.369, -0.209, -0.885], [-0.097, -0.062, -2.362]]
}

---

{
  "formula": "CH3O4Si",
  "method": "the ωB97M-V functional and the def2-TZVPD basis",
  "e_homo_ev": -3.95,
  "e_above_lowest_kj_mol": 260.38,
  "charge": -1,
  "lumo_energy_ha": 0.1249,
  "total_energy_ev": -17154.9541,
  "orbital_gap_ev": 7.346,
  "molar_mass_g_mol": 107.12,
  "spin_multiplicity": 1,
  "symbols": ["C", "O", "O", "O", "O", "Si", "H", "H", "H"],
  "coordinates": [[0.75311, 1.60658, 1.53390], [1.83617, 0.99746, 1.73257], [0.22057, 2.57899, 2.00753], [-0.49669, -1.10375, 0.91299], [-1.19790, -1.01797, -2.09317], [0.24820, 0.11511, 0.34643], [-1.53083, -1.83119, -2.64223], [-1.06354, -1.34010, -1.09296], [1.23092, -0.00513, -0.70506]],
  "forces_ev_per_a": [[-0.797, -0.852, -0.902], [0.195, -0.346, -0.278], [-0.124, 0.780, 0.344], [-0.610, -0.670, -0.852], [-0.607, -2.941, 0.920], [1.075, 1.471, 2.204], [1.022, 2.255, 1.943], [-0.520, 0.524, -2.590], [0.366, -0.221, -0.789]]
}

---

{
  "formula": "C13H15F5IrNPS2",
  "method": "the ωB97M-V functional and the def2-TZVPD basis",
  "e_homo_ev": [-15.63, -15.26],
  "e_above_lowest_kj_mol": 230.95,
  "charge": 2,
  "lumo_energy_ha": [-0.3536, -0.3790],
  "total_energy_ev": -62579.2233,
  "orbital_gap_ev": [6.013, 4.945],
  "molar_mass_g_mol": 567.58,
  "spin_multiplicity": 2,
  "s2": 1.170,
  "symbols": ["Ir", "F", "C", "C", "F", "C", "F", "C", "S", "C", "F", "C", "F", "C", "C", "P", "C", "C", "C", "C", "H", "H", "H", "H", "H", "H", "H", "H", "H", "H", "H", "H", "H", "H", "H", "S", "C", "N"],
  "coordinates": [[0.27601, 0.17351, 0.11495], [6.76771, -0.17229, 2.38845], [5.47331, -0.35099, 2.41105], [4.75691, -0.46489, 1.20145], [5.38521, -0.45119, 0.04435], [3.38031, -0.57179, 1.24115], [2.67931, -0.63869, 0.08225], [2.65481, -0.60989, 2.44765], [0.93701, -0.71979, 2.48385], [3.40111, -0.56729, 3.65145], [2.76441, -0.62389, 4.80125], [4.78751, -0.42109, 3.63295], [5.45481, -0.34239, 4.76305], [-4.74439, -0.40479, -0.22735], [-3.40009, -0.40519, 0.48825], [-1.99629, -0.15069, -0.67105], [-2.40409, 1.34011, -1.65985], [-1.25169, 1.73341, -2.58265], [-1.95769, -1.58349, -1.83965], [-0.52149, -1.81969, -2.30825], [-5.51879, -0.67849, 0.48825], [-4.78069, -1.12909, -1.03835], [-4.99509, 0.58011, -0.61225], [-3.23099, -1.35509, 1.00105], [-3.36329, 0.39351, 1.23155], [-2.60879, 2.14721, -0.95105], [-3.31079, 1.15491, -2.24315], [-0.28439, 1.65211, -2.06415], [-1.36709, 2.76321, -2.91625], [-1.22009, 1.09981, -3.46665], [-2.61149, -1.38179, -2.69305], [-2.33319, -2.46229, -1.30785], [-0.19079, -1.03529, -2.98845], [-0.43489, -2.77279, -2.83075], [0.17061, -1.85089, -1.44055], [1.56331, 4.71381, 0.50295], [1.18101, 3.18071, 0.44935], [0.89291, 2.03141, 0.41605]],
  "forces_ev_per_a": [[0.609, 1.195, 1.218], [-0.683, -0.181, -0.004], [0.188, 0.039, 0.230], [-0.836, -0.025, -0.636], [-0.005, 0.060, 0.334], [0.645, 0.062, -0.436], [0.788, 0.074, 0.421], [-0.981, -0.087, -0.406], [-0.084, 0.586, -1.527], [0.612, 0.159, 0.432], [0.210, 0.017, -0.324], [-0.462, -0.097, 0.317], [-0.088, 0.005, -0.242], [-0.143, -0.017, -0.106], [0.725, 0.030, 0.134], [-0.560, 0.603, 0.178], [0.440, -0.013, 0.244], [0.075, -0.088, -0.045], [0.435, 0.196, 0.480], [0.013, 0.062, -0.020], [0.026, -0.014, 0.005], [-0.035, -0.036, -0.078], [-0.010, 0.031, -0.068], [0.054, 0.044, 0.042], [0.091, -0.036, 0.049], [-0.081, -0.102, 0.049], [0.009, -0.114, 0.219], [-0.011, 0.144, -0.171], [0.053, -0.017, 0.007], [0.082, -0.022, -0.036], [-0.057, 0.075, 0.210], [-0.060, 0.124, -0.008], [0.109, -0.005, 0.072], [0.106, 0.023, 0.118], [0.096, -0.140, -0.094], [-0.219, -1.233, -0.088], [0.239, 2.648, 0.404], [-1.288, -3.953, -0.873]]
}

---

{
  "formula": "C5H13NO",
  "method": "the ωB97M-V functional and the def2-TZVPD basis",
  "e_homo_ev": -9.21,
  "e_above_lowest_kj_mol": 174.50,
  "lumo_energy_ha": 0.0276,
  "total_energy_ev": -8932.2023,
  "orbital_gap_ev": 9.962,
  "molar_mass_g_mol": 103.16,
  "smiles": "NCC1CCC1.O",
  "spin_multiplicity": 1,
  "symbols": ["N", "C", "C", "C", "C", "C", "H", "H", "H", "H", "H", "H", "H", "H", "H", "H", "H", "O", "H", "H"],
  "coordinates": [[2.38516, -1.53874, 0.25311], [1.95407, -0.29212, -0.41764], [0.46405, 0.02240, -0.25857], [0.07870, 1.36535, -0.80584], [-0.95845, 1.42283, 0.36720], [-0.06204, 0.36980, 1.10077], [3.12906, -1.89626, -0.26838], [1.64896, -2.23271, 0.26554], [2.23647, -0.20784, -1.48933], [2.53266, 0.56858, 0.09016], [-0.11094, -0.76593, -0.70047], [0.95427, 1.99812, -0.68998], [-0.29333, 1.37242, -1.82670], [-1.89085, 0.96313, -0.03790], [-1.08540, 2.37933, 0.93680], [0.66094, 0.96870, 1.67664], [-0.56619, -0.35215, 1.74015], [-3.57776, -1.28787, -0.34723], [-4.49556, -1.42129, -0.01269], [-3.00381, -1.43573, 0.42436]],
  "forces_ev_per_a": [[-1.346, 1.157, 0.247], [0.636, 1.148, 1.017], [2.357, -1.283, -0.427], [-0.592, 0.167, 0.243], [-0.019, 0.463, 0.037], [-0.900, 1.380, 0.547], [1.392, -0.941, -0.658], [-0.062, 0.021, -0.151], [-0.213, -0.390, 0.374], [-0.820, -1.084, -0.681], [-0.510, -0.593, -0.365], [-0.202, 0.554, -0.007], [-0.029, 0.279, -0.029], [0.405, 0.606, 0.695], [-0.348, -0.776, -0.792], [0.016, -0.551, -0.036], [0.203, -0.171, -0.024], [-0.695, -0.209, 0.729], [1.102, 0.151, -0.341], [-0.374, 0.071, -0.379]]
}

---

{
  "formula": "C5H16NO2",
  "method": "the ωB97M-V functional and the def2-TZVPD basis",
  "e_homo_ev": [-2.84, -10.57],
  "e_above_lowest_kj_mol": 270.69,
  "lumo_energy_ha": [0.0274, 0.0190],
  "total_energy_ev": -11024.7116,
  "orbital_gap_ev": [3.584, 11.084],
  "molar_mass_g_mol": 122.19,
  "spin_multiplicity": 2,
  "s2": 0.750,
  "symbols": ["C", "O", "C", "C", "C", "C", "N", "H", "H", "H", "H", "H", "H", "H", "H", "H", "H", "H", "H", "H", "H", "H", "H", "O"],
  "coordinates": [[1.47499, -1.51703, -0.03517], [0.75652, -1.86157, -1.20883], [0.75007, -0.24510, 0.56294], [0.87776, 0.95008, -0.36915], [0.03797, 2.13766, 0.25257], [0.79889, 3.46656, 0.09358], [-0.75430, -0.70072, 0.50690], [2.53759, -1.26016, -0.13181], [1.14755, -2.33872, 0.63508], [1.30952, -2.14287, -1.93494], [0.94985, -0.08089, 1.63033], [1.93271, 1.18857, -0.59390], [0.47877, 0.76489, -1.35942], [-0.88160, 2.10709, -0.32457], [-0.13596, 2.08967, 1.33275], [1.54934, 3.62044, -0.66383], [0.28618, 4.33329, -0.35549], [1.19135, 3.68489, 1.06468], [-1.15906, -0.43040, -0.40423], [-1.31901, -0.47002, 1.34449], [-0.84687, -1.73784, 0.35488], [-3.41004, -4.34507, -0.60404], [-4.26510, -3.64198, 0.22100], [-3.30714, -3.57079, -0.01381]],
  "forces_ev_per_a": [[-1.742, 0.713, 1.555], [0.097, 0.483, -0.658], [-0.630, -2.161, -1.880], [-0.242, 0.886, 1.502], [1.553, 0.426, -1.610], [-0.713, 1.073, -0.915], [1.168, -1.068, -0.918], [-0.173, -0.672, -0.186], [1.485, 0.284, 0.277], [0.408, -0.097, -0.146], [0.222, 0.117, -0.449], [-0.231, 0.104, 0.732], [-0.207, -0.475, -0.015], [-0.409, 0.327, 0.474], [-0.280, -0.714, -0.397], [1.233, -1.482, -0.160], [-1.221, -0.159, 1.212], [0.479, 0.739, 0.292], [-0.530, 0.801, 0.154], [-0.559, 0.453, 0.383], [0.226, 0.393, 0.755], [1.261, 0.307, -0.149], [0.844, 1.092, 0.612], [-2.036, -1.368, -0.464]]
}

---

{
  "formula": "C16H14ClN3OS",
  "method": "the ωB97M-V functional and the def2-TZVPD basis",
  "e_homo_ev": -8.81,
  "e_above_lowest_kj_mol": 1.06,
  "lumo_energy_ha": 0.0199,
  "total_energy_ev": -46694.8887,
  "orbital_gap_ev": 9.349,
  "molar_mass_g_mol": 331.83,
  "smiles": "Cc1nn(-c2ccccc2)c(Cl)c1C(=O)NCc1cccs1",
  "spin_multiplicity": 1,
  "symbols": ["C", "C", "N", "N", "C", "C", "C", "C", "C", "C", "C", "Cl", "C", "C", "O", "N", "C", "C", "C", "C", "C", "S", "H", "H", "H", "H", "H", "H", "H", "H", "H", "H", "H", "H", "H", "H"],
  "coordinates": [[-0.63048, 3.69297, 0.98018], [0.03154, 2.46317, 0.48555], [1.16281, 2.49468, -0.18346], [1.48896, 1.23079, -0.48484], [2.66338, 0.97181, -1.21392], [3.78515, 1.74822, -0.94403], [4.95501, 1.52875, -1.64557], [5.01150, 0.53922, -2.61395], [3.88646, -0.21714, -2.89432], [2.70650, -0.00131, -2.20441], [0.57181, 0.37202, 0.02317], [0.73151, -1.32530, -0.13411], [-0.40071, 1.12061, 0.66712], [-1.65114, 0.69214, 1.32448], [-2.63739, 1.40139, 1.38358], [-1.60129, -0.54196, 1.88347], [-2.78209, -1.18552, 2.41775], [-3.20857, -2.32351, 1.54770], [-3.48012, -2.29451, 0.21443], [-3.82016, -3.56239, -0.30813], [-3.79831, -4.53731, 0.63430], [-3.35612, -3.92969, 2.18089], [-0.41539, 3.82985, 2.03957], [-1.70698, 3.59789, 0.86632], [-0.26022, 4.55379, 0.43151], [3.71565, 2.51738, -0.19152], [5.82636, 2.12953, -1.43365], [5.92805, 0.36427, -3.15663], [3.92098, -0.97523, -3.66223], [1.82601, -0.57254, -2.45228], [-0.78726, -1.11953, 1.74373], [-2.58513, -1.54127, 3.43382], [-3.55744, -0.41191, 2.45129], [-3.44386, -1.39286, -0.37090], [-4.07189, -3.73583, -1.33907], [-4.01712, -5.58068, 0.52416]],
  "forces_ev_per_a": [[-0.032, 0.084, -0.005], [0.024, -0.588, -0.023], [0.048, 0.850, -0.079], [-0.670, -0.491, 0.331], [0.667, -0.060, -0.355], [-0.142, -0.066, 0.076], [-0.009, -0.016, -0.026], [0.052, -0.024, -0.054], [0.063, -0.005, 0.007], [-0.128, 0.101, 0.057], [-0.132, 0.221, 0.131], [-0.020, -0.016, 0.041], [0.355, -0.010, -0.412], [0.265, -0.303, 0.137], [-0.197, 0.265, -0.065], [0.045, -0.201, 0.215], [-0.115, 0.207, 0.074], [-0.077, -0.443, 0.141], [0.027, 0.092, 0.252], [-0.034, -0.154, -0.030], [0.079, -0.083, 0.389], [-0.064, 0.382, -0.543], [-0.035, 0.059, 0.066], [-0.008, 0.083, 0.014], [0.025, 0.080, -0.008], [0.013, 0.057, 0.062], [0.065, 0.056, 0.027], [0.078, -0.010, -0.048], [-0.006, -0.055, -0.061], [-0.047, -0.003, -0.009], [-0.060, 0.135, -0.008], [-0.077, 0.117, -0.061], [0.130, -0.192, 0.116], [0.032, 0.206, -0.092], [-0.053, -0.068, -0.165], [-0.061, -0.208, -0.091]]
}